The following is a DFT calculation (ωB97M-V/def2-TZVPD) of 9 unconnected molecules or ions with the total composition C23H50O9.

The geometry in XYZ format:
```
82
Properties=species:S:1:pos:R:3
O 2.6231 -1.7173 1.9060
O -1.1455 1.0406 -0.4019
O 0.3480 -3.9336 1.5686
O -2.7786 4.3663 1.5112
O 3.5427 2.0852 -1.2273
O -0.6361 -3.4554 -2.3696
O -1.6447 2.6179 -3.9219
O 3.4198 -2.2085 -0.9219
O 0.9251 1.9803 3.4698
C -1.0357 -0.5429 1.3138
C 0.0040 2.7633 3.3951
C 2.9735 2.6040 -0.3199
C 0.5572 -0.6280 -0.6983
C -0.8654 1.7123 -3.7188
C -2.4899 -4.8065 -1.6875
C -1.3570 0.2911 -3.8742
C -1.4435 2.2697 3.6250
C 2.4567 4.0130 -0.3958
C 0.4510 -5.0422 1.1381
C 2.4238 -1.1783 3.2250
C -2.5575 -2.2937 -1.5851
C 2.9531 1.9242 1.0566
C 3.8438 -1.2907 -1.9675
C -3.1269 4.1210 0.3929
C -2.1749 4.3638 -0.7723
C 0.5295 2.0218 -3.2974
C -0.6635 -6.0738 1.3296
C -0.5620 0.0668 0.0275
C -4.5177 3.6337 0.1184
C 1.6294 -5.6090 0.4280
C 0.2316 4.1930 2.9896
C -1.7633 -3.5555 -1.9869
H -0.3503 4.5031 2.1005
H 3.3126 -1.5351 -2.9098
H 1.9937 -2.4423 1.8883
H -2.1645 3.6955 -1.6521
H -2.0363 -0.2864 1.5633
H -1.4524 1.2004 3.6986
H 1.3520 4.2699 2.8549
H -1.7900 2.7098 4.5542
H -1.0413 -0.1504 -4.8175
H -2.4408 0.2818 -3.9191
H 0.2206 -1.3285 -1.4895
H -1.5939 -5.5244 1.5057
H -1.8573 -5.6593 -1.8517
H 1.4018 -5.5583 -0.6139
H 2.4239 4.3268 -1.4349
H -2.2489 5.3842 -1.1030
H 2.1066 -1.9833 3.9476
H -0.1860 4.8329 3.7624
H 3.3697 -0.7319 3.5207
H 1.2163 -1.1335 0.0008
H 1.0953 1.1105 -3.0638
H 4.8958 -1.4589 -2.2176
H -4.4333 2.6377 -0.3980
H 3.3052 -1.7686 -0.0665
H 1.9485 1.9779 1.4545
H 3.1610 4.7261 0.1523
H 2.5470 -5.0422 0.5312
H -3.3480 -4.8563 -2.3965
H -0.3941 -6.7658 2.1125
H 1.6834 -0.3834 3.1846
H -5.1204 3.4554 1.0087
H -2.8751 -4.9269 -0.6723
H -1.1729 4.2499 -0.3239
H -3.6046 -2.3021 -1.9344
H -2.1424 2.6109 2.8669
H -0.7411 -6.6854 0.4073
H 1.4488 4.1227 0.0861
H -0.3623 -0.0721 2.0928
H 1.1345 0.1835 -1.1757
H 3.6980 -0.2395 -1.7236
H 3.3361 0.8944 0.9743
H 1.8554 -6.6149 0.7155
H 1.0864 2.5130 -4.0846
H -2.4124 -2.1195 -0.5015
H 0.5068 2.6825 -2.3935
H -2.1530 -1.4232 -2.0562
H -0.9598 -0.3361 -3.0623
H 3.5060 2.5657 1.7826
H -4.9921 4.2888 -0.5923
H -0.8821 -1.6277 1.3392
```

Computed properties:
HOMO-LUMO gap	9.899	eV
structure (SMILES)	CC(C)=O.CC(C)=O.CC(C)=O.CC(C)=O.CC(C)=O.CC(C)=O.CC(C)=O.CO.CO
E_LUMO	0.542	eV
net charge	0
total energy	-1583.453285	Ha
relative energy (zero: lowest compared OMol25 entry of this formula, charge and spin)	0.00	kJ/mol